[1]
DFT (ωB97M-V/def2-TZVPD) results for C36H50IrN5O5P2S3 as an isolated structure.

The geometry in XYZ format:
```
102
Properties=species:S:1:pos:R:3:lowdin_charge:R:1
Ir 0.6042 0.3711 0.3595 0.81
C 4.1955 1.2279 1.1556 -0.29
P 2.6424 0.5138 1.8029 0.74
C 3.2852 -0.9685 2.6863 -0.24
C 2.2657 1.7776 3.1057 -0.39
C 0.7799 1.8925 3.4322 -0.39
P -0.2454 1.8887 1.9048 0.70
C -1.9056 1.4967 2.5291 -0.22
C -0.3234 3.6558 1.4683 -0.22
H 4.8707 1.4616 1.9810 0.06
H 3.9784 2.1357 0.5934 0.03
H 4.6939 0.5367 0.4774 0.03
H 3.3686 -0.7826 3.7585 0.06
H 4.2789 -1.2089 2.3086 0.04
H 2.6392 -1.8309 2.5338 0.01
H 2.6145 2.7253 2.6851 0.08
H 2.8669 1.5965 3.9994 0.09
H 0.5684 2.8126 3.9836 0.09
H 0.4337 1.0680 4.0576 0.08
H -2.0903 2.0191 3.4700 0.06
H -1.9835 0.4212 2.6904 0.04
H -2.6619 1.8006 1.8082 0.02
H -0.7224 4.2321 2.3053 0.06
H -0.9576 3.8092 0.5960 0.02
H 0.6800 4.0118 1.2345 0.05
S -2.7836 -4.1817 3.7640 0.95
C -1.6192 -3.2576 2.8432 -0.57
C -1.6581 -3.1851 1.4233 -0.11
C -0.9030 -2.2922 0.7355 -0.18
N -0.0445 -1.3763 1.3475 -0.19
C 0.0328 -1.5062 2.7307 -0.23
C -0.6972 -2.3812 3.4644 -0.12
C -4.0389 -2.9130 3.9272 -0.51
C -3.9665 -1.9670 4.9440 -0.09
C -4.9093 -0.9533 4.9803 -0.16
N -5.8963 -0.8258 4.0967 0.05
C -5.9716 -1.7508 3.1443 -0.15
C -5.0804 -2.8048 3.0157 -0.08
H -2.3189 -3.8396 0.8694 0.11
H -0.9518 -2.2360 -0.3367 0.07
H 0.7357 -0.8535 3.2281 0.05
H -0.5757 -2.3927 4.5403 0.10
H -3.1873 -2.0213 5.6920 0.10
H -4.8680 -0.2044 5.7642 0.10
H -6.7870 -1.6445 2.4372 0.10
H -5.1880 -3.5214 2.2131 0.10
C 3.9156 -1.7094 -5.2234 -0.10
C 3.2680 -2.7903 -4.3704 -0.23
C 1.8192 -2.4842 -4.0080 -0.15
N 1.6856 -1.2404 -3.2438 0.07
C 2.1767 -0.8930 -2.0833 -0.75
S 2.2231 0.7604 -1.6094 0.63
N 2.7632 -1.8104 -1.2336 0.11
C 2.1748 -3.0074 -0.7897 -0.39
O 1.1412 -3.4290 -1.2422 0.11
C 2.8771 -3.6249 0.3637 -0.16
C 4.2551 -3.5320 0.5420 -0.05
C 4.8383 -4.0906 1.6688 -0.08
C 4.0427 -4.7190 2.6179 -0.07
C 2.6689 -4.8124 2.4375 -0.05
C 2.0808 -4.2775 1.3029 -0.01
H 4.9102 -2.0084 -5.5516 0.07
H 4.0193 -0.7734 -4.6723 0.07
H 3.3201 -1.5065 -6.1156 0.08
H 3.8457 -2.9432 -3.4554 0.10
H 3.2765 -3.7488 -4.8931 0.12
H 1.3545 -3.2973 -3.4581 0.11
H 1.2292 -2.3123 -4.9087 0.13
H 1.1201 -0.5125 -3.6686 0.09
H 3.3466 -1.3608 -0.5441 0.09
H 4.8805 -3.0563 -0.2044 0.12
H 5.9100 -4.0383 1.8056 0.11
H 4.4988 -5.1453 3.5019 0.11
H 2.0546 -5.3011 3.1817 0.11
H 1.0108 -4.3235 1.1460 0.11
O -1.0392 1.9434 -1.9121 -0.22
S -1.3780 0.4446 -2.5757 0.42
O -0.6391 0.4789 -3.8248 -0.32
O -0.7881 -0.4286 -1.5890 -0.40
O -2.8039 0.4212 -2.7055 -0.25
C -1.5855 2.8618 -5.2595 0.02
N -1.6349 4.1439 -4.6112 -0.07
C -2.5913 5.1196 -5.0667 0.01
C -0.9637 4.3265 -3.3259 -0.05
C -1.9684 4.0961 -2.2222 -0.14
C -2.8519 5.0921 -1.8049 -0.04
C -3.8025 4.8252 -0.8389 -0.06
C -3.8797 3.5526 -0.2793 -0.04
C -2.9894 2.5629 -0.6517 -0.02
C -2.0249 2.8410 -1.6171 -0.29
H -1.8610 2.9608 -6.3051 0.11
H -2.3110 2.2097 -4.7472 0.13
H -0.6130 2.4004 -5.1125 0.10
H -2.6855 5.0599 -6.1475 0.11
H -2.2915 6.1146 -4.7491 0.11
H -3.5563 4.8724 -4.6060 0.13
H -0.5576 5.3401 -3.3104 0.15
H -0.1629 3.5929 -3.2749 0.14
H -2.7805 6.0871 -2.2275 0.12
H -4.4800 5.6037 -0.5175 0.11
H -4.6368 3.3381 0.4636 0.12
H -3.0301 1.5715 -0.2251 0.12
```

Its total charge is +1. Its multiplicity is 6. For the frontier orbital gap (alpha / beta), the calculation gives 4.73 / 4.45 eV. As for the energy above the lowest of the compared OMol25 structures with the same formula, charge and spin: 1.1 kJ/mol.

---

[2]
DFT (ωB97M-V/def2-TZVPD) results for C36H50N11O2Zr as an isolated structure at a distorted geometry.

The geometry in XYZ format:
```
100
Properties=species:S:1:pos:R:3:lowdin_charge:R:1
Zr -10.4882 7.9863 17.3764 1.80
C -15.1292 13.5151 15.8785 -0.02
C -14.4432 12.2280 16.2528 -0.22
C -14.9892 10.9898 15.9439 0.05
C -14.2903 9.8032 16.1882 -0.11
C -14.8448 8.5041 15.9918 0.04
N -15.6544 8.1003 15.0472 0.11
C -16.0096 8.7552 13.7744 -0.11
C -14.8698 8.6056 12.7616 -0.13
C -14.5683 7.1593 12.2915 -0.11
N -13.6609 6.3772 13.1480 0.09
C -12.4571 6.6688 13.5413 0.05
C -11.6456 7.8576 13.3319 -0.10
C -11.6440 8.6186 12.1478 0.03
C -10.6346 9.5210 11.8786 -0.21
C -10.5461 10.2477 10.5459 -0.02
C -9.6745 9.7501 12.8888 0.08
C -9.6938 9.0581 14.1014 -0.09
C -8.6329 9.3458 15.0666 -0.02
N -8.7310 9.0910 16.3120 -0.06
C -7.6383 9.6272 17.1271 -0.20
C -8.0651 10.8859 17.8781 -0.14
C -9.1703 10.5358 18.8491 -0.21
N -10.4276 10.1934 18.1356 -0.07
C -11.2545 11.1540 17.9972 -0.02
C -12.5457 11.0440 17.2711 -0.09
C -13.2414 12.2266 16.9874 0.07
C -13.0171 9.8070 16.8075 -0.27
O -12.3541 8.6827 16.8559 -0.24
C -10.6714 8.0785 14.3212 -0.30
O -10.6402 7.4055 15.4300 -0.24
H -16.0200 13.3647 15.2645 0.09
H -14.4561 14.1713 15.3203 0.10
H -15.4729 14.0669 16.7271 0.09
H -16.0179 10.9411 15.5726 0.14
H -14.5706 7.7470 16.7306 0.12
H -16.0804 7.1882 15.1561 0.17
H -16.1599 9.8063 13.8863 0.11
H -16.9202 8.3177 13.4321 0.13
H -13.9987 9.1010 13.1758 0.10
H -15.1488 9.1916 11.9026 0.13
H -14.1275 7.1711 11.2821 0.14
H -15.5277 6.6021 12.2116 0.15
H -13.9856 5.4290 13.3781 0.18
H -11.9736 5.8341 14.0794 0.17
H -12.4441 8.5206 11.4078 0.12
H -11.2877 9.8965 9.8544 0.07
H -9.5633 10.1468 10.0554 0.11
H -10.7436 11.3122 10.6946 0.10
H -8.9401 10.5099 12.7137 0.14
H -7.7410 9.8638 14.7438 0.15
H -6.7723 9.8515 16.5069 0.13
H -7.3596 8.8914 17.8616 0.10
H -8.3779 11.6523 17.1476 0.14
H -7.2142 11.2041 18.4634 0.13
H -9.3410 11.3843 19.5270 0.13
H -8.7899 9.6829 19.4119 0.11
H -10.9866 12.0965 18.4058 0.14
H -12.7843 13.1783 17.2317 0.14
N -11.1032 7.9423 19.5656 0.07
C -10.9894 8.0844 20.7202 -0.18
N -10.7785 8.2282 21.9897 -0.06
C -11.1283 7.1412 22.9310 -0.11
C -9.9652 6.7622 23.8281 -0.15
C -8.8790 7.8512 23.8454 -0.16
C -9.5750 9.2337 23.9024 -0.15
C -10.2755 9.5023 22.5570 -0.11
H -11.5688 6.3113 22.3808 0.12
H -11.9735 7.5325 23.5067 0.14
H -9.5325 5.8157 23.4882 0.12
H -10.3495 6.5979 24.8256 0.12
H -8.2105 7.7854 22.9987 0.11
H -8.2525 7.7306 24.7245 0.12
H -8.9168 10.0696 24.1493 0.12
H -10.3136 9.2589 24.7130 0.12
H -9.5816 9.9864 21.8678 0.11
H -11.1470 10.1469 22.7255 0.13
C -10.7028 4.0074 17.3185 -0.03
C -11.8487 4.6316 18.1634 -0.56
C -11.4769 4.6872 19.6208 -0.05
C -13.1310 3.7855 17.9394 -0.04
N -12.0599 6.0361 17.6222 -0.13
N -13.3853 6.5492 18.0399 0.02
H -11.0128 3.1494 16.7307 0.09
H -9.8954 3.6210 17.9746 0.09
H -10.2979 4.7797 16.6712 0.05
H -11.1668 3.7207 19.9857 0.10
H -12.2706 5.0367 20.2611 0.07
H -10.6371 5.3662 19.7632 0.06
H -12.7734 2.7535 17.9781 0.10
H -13.5656 3.9557 16.9666 0.08
H -13.8988 3.8468 18.7067 0.09
H -12.1693 5.8921 16.6071 0.09
H -13.2782 7.0053 18.9429 0.07
H -13.9580 5.7409 18.2721 0.06
N -7.9206 2.8997 16.3235 0.16
C -7.6261 3.9315 16.7519 -0.33
N -7.2767 5.1859 17.1133 0.15
C -8.0793 5.9625 17.6186 -0.35
N -8.8077 6.8020 18.0462 -0.03
```

Its total charge is +3. Its multiplicity is 1. For the frontier orbital gap, the calculation gives 6.89 eV. As for the energy above the lowest of the compared OMol25 structures with the same formula, charge and spin: 0.0 kJ/mol.

---

[3]
DFT (ωB97M-V/def2-TZVPD) results for C36H50N3O9P2S2Tl as an isolated structure.

The geometry in XYZ format:
```
103
Properties=species:S:1:pos:R:3:lowdin_charge:R:1
Tl 0.6841 -0.2381 -0.0472 0.88
N 1.9205 1.2377 -1.7119 0.01
C 3.3130 0.8067 -1.7646 -0.15
C 3.5071 -0.6622 -1.4140 -0.56
O 4.5124 -1.2321 -1.8694 -0.02
N 2.5848 -1.2109 -0.6242 -0.05
C 2.7568 -2.6033 -0.2757 -0.14
C 1.4387 -3.3635 -0.1030 -0.69
O 1.5012 -4.5898 0.0425 -0.02
O 0.3709 -2.6625 -0.1191 -0.16
H 1.4267 1.0498 -2.5733 0.05
H 1.8208 2.2202 -1.4938 0.06
H 3.8814 1.3674 -1.0255 0.09
H 3.7806 0.9599 -2.7396 0.11
H 3.3312 -2.7178 0.6522 0.13
H 3.3365 -3.1112 -1.0481 0.12
C -1.7977 -0.3072 -5.0088 -0.12
C -0.8595 0.1670 -3.9028 -0.53
C -1.4750 1.3648 -3.1607 -0.11
P -0.3835 -1.0703 -2.5867 1.10
C 0.6897 -2.4066 -3.3390 -0.50
C 0.1993 -3.8410 -3.1319 -0.11
C 1.0990 -2.1800 -4.7935 -0.12
C -1.9714 -1.7488 -2.0738 -0.29
C -2.7233 -2.6158 -2.8669 -0.08
C -3.9594 -3.1114 -2.4876 -0.30
C -4.7582 -4.0189 -3.3866 -0.08
C -4.4378 -2.7065 -1.2402 -0.06
C -3.7289 -1.8510 -0.4275 -0.02
C -2.4641 -1.3251 -0.8067 -0.31
N -1.7497 -0.5043 0.0079 -0.04
C -2.3974 0.2953 0.9349 -0.35
C -3.5075 1.0904 0.6105 -0.02
C -4.0500 1.9581 1.5347 -0.05
C -3.5132 2.0840 2.8162 -0.28
C -4.0324 3.1171 3.7807 -0.06
C -2.4260 1.2938 3.1457 -0.05
C -1.8689 0.3977 2.2352 -0.29
P -0.3924 -0.6026 2.4743 1.13
C 0.3429 -0.2862 4.1488 -0.50
C -0.4968 -0.7521 5.3430 -0.12
C 0.8288 1.1498 4.3486 -0.11
C -1.0014 -2.3508 2.4886 -0.51
C -2.3614 -2.5894 3.1450 -0.10
C 0.0806 -3.2927 3.0159 -0.11
H -1.9522 0.4961 -5.7371 0.07
H -2.7719 -0.5652 -4.5885 0.07
H -1.4189 -1.1809 -5.5405 0.05
H 0.0850 0.4867 -4.3574 0.09
H -2.1849 1.0397 -2.3955 0.07
H -2.0099 2.0129 -3.8613 0.07
H -0.7308 1.9605 -2.6320 0.06
H 1.5957 -2.2944 -2.7362 0.08
H -0.5754 -4.1038 -3.8565 0.06
H -0.1892 -4.0005 -2.1270 0.07
H 1.0381 -4.5283 -3.2769 0.08
H 0.2730 -2.3869 -5.4789 0.06
H 1.9171 -2.8603 -5.0461 0.08
H 1.4526 -1.1641 -4.9832 0.07
H -2.3222 -2.9069 -3.8314 0.10
H -4.1045 -4.6485 -3.9948 0.07
H -5.4030 -3.4590 -4.0731 0.07
H -5.4042 -4.6808 -2.8043 0.06
H -5.3941 -3.0874 -0.8888 0.10
H -4.1338 -1.5748 0.5382 0.10
H -3.9158 1.0321 -0.3918 0.11
H -4.8892 2.5845 1.2460 0.10
H -5.0648 3.3926 3.5535 0.06
H -3.4252 4.0256 3.7261 0.08
H -3.9984 2.7590 4.8127 0.07
H -1.9964 1.3989 4.1322 0.09
H 1.2356 -0.9204 4.1130 0.11
H -1.4839 -0.2859 5.3619 0.07
H 0.0178 -0.4747 6.2685 0.07
H -0.6410 -1.8304 5.3542 0.04
H 0.0081 1.8586 4.4365 0.06
H 1.4496 1.4931 3.5269 0.02
H 1.4164 1.1938 5.2712 0.08
H -1.1008 -2.5560 1.4242 0.07
H -2.3317 -2.4935 4.2304 0.05
H -2.7002 -3.6035 2.9093 0.08
H -3.1104 -1.8897 2.7691 0.06
H 0.1984 -3.2173 4.1011 0.06
H 1.0463 -3.0963 2.5493 0.07
H -0.1764 -4.3243 2.7673 0.09
O 4.4770 1.9877 1.1001 -0.34
S 3.1482 2.3486 1.5692 0.45
O 3.1316 2.9647 2.8790 -0.32
O 2.1679 1.2741 1.4135 -0.42
C 2.6417 3.6692 0.4285 -0.22
C 3.7065 4.3459 -0.1644 -0.07
C 3.5034 5.3982 -1.0422 -0.09
C 2.2092 5.7943 -1.3452 -0.10
C 1.1408 5.1313 -0.7628 -0.07
C 1.3335 4.0734 0.1226 -0.22
S -0.1908 3.2890 0.7120 0.47
O -1.2400 4.2007 0.2898 -0.34
O -0.0628 3.1234 2.1369 -0.29
O -0.2422 2.0306 -0.0641 -0.41
H 4.7082 4.0116 0.0698 0.11
H 4.3553 5.8973 -1.4895 0.09
H 2.0243 6.6120 -2.0321 0.09
H 0.1218 5.4205 -0.9817 0.10
```

Its total charge is -2. Its multiplicity is 1. For the frontier orbital gap, the calculation gives 6.23 eV.

---

[4]
DFT (ωB97M-V/def2-TZVPD) results for C36H51BGeN11O4SeTi as an isolated structure at a distorted geometry.

The geometry in XYZ format:
```
106
Properties=species:S:1:pos:R:3:lowdin_charge:R:1
Ti 0.8424 0.0822 -1.0549 0.87
C -1.8120 -3.7882 1.0181 -0.06
C -1.2957 -3.1853 -0.2880 -0.36
C -1.4353 -4.1778 -1.4425 -0.05
C -2.0047 -1.9077 -0.6176 -0.28
C -3.4013 -1.7574 -0.7075 -0.03
C -3.5798 -0.4679 -1.1432 -0.11
N -2.3705 0.1051 -1.2775 -0.06
N -1.3942 -0.7760 -0.9611 0.07
B -2.0946 1.3991 -2.0505 -0.56
N -1.3881 2.5132 -1.2481 -0.02
C -1.9498 3.7099 -1.0028 -0.10
C -0.9574 4.5876 -0.6446 -0.03
C 0.2262 3.8297 -0.7239 -0.27
N -0.0465 2.5676 -1.0502 0.10
C 1.5937 4.4525 -0.6042 -0.37
C 2.0546 4.6854 0.8335 -0.06
C 2.6540 3.7416 -1.4259 -0.06
N -1.2730 1.0724 -3.3039 -0.02
C -1.7085 0.9102 -4.5595 -0.07
C -0.6299 0.6110 -5.3617 -0.01
C 0.4645 0.6103 -4.4819 -0.28
N 0.0679 0.8820 -3.2421 0.08
C 1.9170 0.4552 -4.8039 -0.38
C 2.2574 -0.9432 -5.3088 -0.06
C 2.3570 1.5273 -5.8035 -0.07
H -1.1951 -4.6369 1.3170 0.08
H -1.7999 -3.0600 1.8320 0.06
H -2.8412 -4.1425 0.9109 0.07
H -0.2398 -2.9719 -0.1673 0.10
H -2.4881 -4.3983 -1.6401 0.08
H -0.9947 -3.7770 -2.3560 0.08
H -0.9302 -5.1155 -1.2034 0.08
H -4.1540 -2.4967 -0.4971 0.10
H -4.4674 0.0958 -1.3753 0.12
H -3.1732 1.8336 -2.3707 0.12
H -3.0086 3.8387 -1.1493 0.11
H -1.0446 5.6382 -0.4261 0.10
H 1.4511 5.4468 -1.0472 0.13
H 2.2747 3.7481 1.3432 0.05
H 2.9663 5.2877 0.8298 0.07
H 1.3014 5.2148 1.4200 0.08
H 2.8096 2.7263 -1.0732 0.04
H 2.3736 3.6717 -2.4775 0.08
H 3.6043 4.2771 -1.3561 0.08
H -2.7538 1.0329 -4.7901 0.12
H -0.6168 0.4335 -6.4229 0.10
H 2.4359 0.6476 -3.8645 0.09
H 1.6991 -1.1602 -6.2236 0.08
H 3.3207 -1.0191 -5.5524 0.08
H 2.0174 -1.7028 -4.5661 0.06
H 1.8418 1.4042 -6.7588 0.07
H 2.1336 2.5284 -5.4314 0.08
H 3.4302 1.4630 -5.9967 0.07
O 4.3055 -5.3186 2.0534 -0.04
C 3.7028 -4.4357 2.6828 -0.71
O 3.7621 -4.1151 3.8876 -0.06
C 2.7982 -3.5072 1.8239 -0.09
C 1.8996 -2.6343 2.4296 0.00
C 1.2126 -1.7192 1.6565 -0.13
N 1.4063 -1.6165 0.3381 0.00
C 2.1971 -2.5110 -0.2749 -0.18
C 2.8872 -3.4887 0.4320 0.07
C 2.1235 -2.4619 -1.8019 -0.63
O 2.7683 -3.2670 -2.4692 0.04
O 1.3157 -1.5740 -2.2237 -0.14
H 1.7810 -2.6666 3.5050 0.11
H 0.5193 -1.0097 2.0954 0.09
H 3.5130 -4.2087 -0.0748 0.13
N 4.8523 -0.0800 0.0803 0.13
C 5.1049 -0.4814 -1.2102 -0.05
C 3.9965 -0.1679 -1.9317 -0.09
N 3.0425 0.3938 -1.1070 0.04
C 3.5876 0.4016 0.0835 -0.29
C 2.7872 0.8745 1.1950 -0.29
N 1.5290 1.1783 0.9773 0.06
C 1.0239 1.5166 2.2060 -0.15
C 1.9921 1.4134 3.1570 -0.07
N 3.1283 1.0171 2.4927 0.14
H 5.3051 -0.4877 0.8829 0.16
H 6.0214 -0.9634 -1.4967 0.12
H 3.8114 -0.3555 -2.9726 0.10
H 0.0028 1.8290 2.3204 0.05
H 1.9804 1.5989 4.2149 0.11
H 3.9759 0.6880 2.9220 0.16
C -3.8536 -1.0812 6.3742 -0.23
Ge -4.0025 -0.6207 4.4720 0.74
C -4.5333 -2.1810 3.4236 -0.22
C -5.3253 0.8085 4.2597 -0.23
C -2.2539 -0.0409 3.7755 -0.60
Se -2.3945 0.6297 1.9428 0.91
C -2.8164 2.4914 2.3363 -0.39
H -4.8140 -1.4060 6.7752 0.01
H -3.5205 -0.2207 6.9552 0.01
H -3.1365 -1.8882 6.5237 0.02
H -5.5899 -2.4079 3.5693 0.02
H -3.9511 -3.0570 3.7087 0.02
H -4.3672 -1.9908 2.3629 0.00
H -6.3157 0.4414 4.5302 0.02
H -5.3563 1.1430 3.2233 0.01
H -5.1003 1.6661 4.8944 0.02
H -1.5886 -0.9053 3.7163 0.00
H -1.7474 0.6976 4.3991 0.02
H -3.0434 2.5963 3.3960 0.01
H -3.6891 2.8009 1.7651 0.02
H -1.9798 3.1374 2.0716 0.00
```

Its total charge is -1. Its multiplicity is 3. For the frontier orbital gap (alpha / beta), the calculation gives 5.35 / 7.30 eV. As for the energy above the lowest of the compared OMol25 structures with the same formula, charge and spin: 27.7 kJ/mol.